Below is a structure of composition C29H27As2N2O7V, with properties calculated with wB97M-V/def2-TZVPD.

XYZ file:
```
68
Properties=species:S:1:pos:R:3:lowdin_charge:R:1
V -0.4729 0.3459 -0.1016 0.546
O -1.3071 -2.9223 0.8597 0.037
C -1.6543 -1.7586 0.7106 -0.638
O -1.2276 -0.7599 1.4003 -0.127
C -2.7648 -1.4755 -0.3314 -0.030
C -3.4826 -2.5910 -0.6934 0.065
C -4.5975 -2.4960 -1.5286 -0.149
C -5.0165 -1.2811 -2.0230 0.068
C -4.2769 -0.1586 -1.7029 -0.062
C -3.1114 -0.1766 -0.8673 -0.286
O -2.4214 0.8694 -0.6305 -0.165
N -4.7374 1.0862 -2.3058 -0.344
O -3.9595 2.0141 -2.4377 0.054
O -5.9257 1.1716 -2.5914 0.042
N -5.3408 -3.6871 -1.8822 -0.367
O -4.9395 -4.7626 -1.4724 0.058
O -6.2849 -3.5714 -2.6521 0.040
H -3.1666 -3.5453 -0.2993 0.127
H -5.8825 -1.2004 -2.6579 0.125
C 4.9723 5.0231 3.0092 -0.104
C 5.4093 3.9651 2.2257 -0.101
C 4.4956 3.0500 1.7233 -0.135
C 3.1396 3.1661 2.0099 -0.371
C 2.7083 4.2306 2.7945 -0.096
C 3.6189 5.1540 3.2886 -0.093
As 1.9353 1.7997 1.2491 1.346
C 1.9961 0.5584 2.7460 -0.316
C 2.9620 -0.4057 2.9790 -0.092
C 2.8346 -1.2456 4.0770 -0.089
C 1.7373 -1.1277 4.9197 -0.081
C 0.7606 -0.1752 4.6774 -0.017
C 0.8850 0.6778 3.5874 -0.195
C -0.0843 1.7099 3.1836 -0.204
C -1.2849 1.9975 3.8225 -0.014
C -2.1290 2.9661 3.3029 -0.071
C -1.7931 3.6505 2.1425 -0.075
C -0.6005 3.3668 1.4913 -0.111
C 0.2549 2.4058 2.0148 -0.384
H 5.6823 5.7428 3.3969 0.096
H 6.4619 3.8524 1.9968 0.098
H 4.8527 2.2377 1.0983 0.092
H 1.6563 4.3411 3.0315 0.096
H 3.2660 5.9768 3.8983 0.099
H 3.8023 -0.5215 2.3048 0.101
H 3.5807 -2.0078 4.2631 0.098
H 1.6333 -1.8002 5.7618 0.099
H -0.1037 -0.1149 5.3265 0.106
H -1.5755 1.4519 4.7111 0.107
H -3.0702 3.1753 3.7955 0.101
H -2.4718 4.3850 1.7285 0.104
H -0.3569 3.8785 0.5683 0.087
C 1.0072 -0.9192 -1.0956 -0.278
H 0.5944 -1.6000 -1.8507 -0.030
H 1.3698 -1.5768 -0.2909 -0.027
H 1.8884 -0.4346 -1.5362 -0.057
C -0.8438 3.7326 -2.3342 -0.302
As 0.0064 1.9831 -2.1325 1.053
C 1.7905 2.3821 -2.8295 -0.307
C -0.7631 1.0844 -3.6787 -0.274
H -0.9038 4.0241 -3.3832 0.025
H -0.2671 4.4845 -1.7932 0.012
H -1.8481 3.6703 -1.9173 0.014
H 1.7393 3.1175 -3.6330 0.020
H 2.2235 1.4577 -3.2103 0.018
H 2.4301 2.7553 -2.0303 0.001
H -0.4501 1.5648 -4.6062 0.027
H -1.8469 1.1341 -3.5824 0.010
H -0.4436 0.0435 -3.6670 0.022
```

Summary:
Lowest unoccupied orbital energy (alpha / beta) = 2.315 / 2.312 eV
Total charge = -1
E_tot = -195185.8275 eV
Spin multiplicity = 4



Below is a cluster of 3 separate species, C6H17BrO5P2S3 in total in a non-equilibrium geometry, with properties calculated with wB97M-V/def2-TZVPD.

XYZ file:
```
34
Properties=species:S:1:pos:R:3:lowdin_charge:R:1
O 3.2235 0.3420 4.7101 0.122
C 2.8552 1.0100 3.8401 -0.391
O 1.6483 0.9313 3.2525 -0.159
C 0.6243 0.3814 4.1026 -0.689
P -0.9341 1.3491 3.7606 0.339
S -2.5668 0.3140 3.6324 0.125
P 0.6072 -1.4705 3.7026 0.581
O -0.6650 -2.1575 4.4701 -0.405
Br -0.0257 -1.5329 1.5337 0.292
H 3.4832 1.8058 3.4439 0.150
H 0.8704 0.5242 5.1482 0.086
H -0.6876 2.1422 2.6237 -0.009
H -1.0308 2.2566 4.8407 -0.024
H -0.8247 -1.7252 5.3180 0.045
C 2.6488 -0.3830 -1.2124 -0.269
S 1.3347 -0.4222 -2.4381 0.780
O 0.6376 -1.7295 -2.3017 -0.557
C 2.4171 -0.5377 -3.8687 -0.265
H 2.1883 -0.3506 -0.2267 0.002
H 3.2618 -1.2801 -1.3012 0.063
H 3.2558 0.5102 -1.3625 0.055
H 3.0445 -1.4249 -3.7843 0.059
H 3.0323 0.3599 -3.9301 0.054
H 1.7938 -0.6128 -4.7573 0.051
C -2.2616 0.1832 -1.8011 -0.281
S -2.7735 1.1349 -3.2369 0.790
O -3.8315 2.0787 -2.7907 -0.558
C -3.5933 -0.2271 -4.0781 -0.272
H -1.7557 0.8550 -1.1101 0.047
H -3.1352 -0.2486 -1.3125 0.063
H -1.5717 -0.6040 -2.1118 0.017
H -4.3804 -0.6315 -3.4417 0.058
H -2.8608 -0.9991 -4.3151 0.053
H -4.0280 0.1585 -4.9980 0.047
```

Summary:
Lowest unoccupied orbital energy = 0.188 eV
Total charge = 0
E_tot = -137859.3870 eV



Below is a structure of composition C37H43BrN5PReSSe in a non-equilibrium geometry, with properties calculated with wB97M-V/def2-TZVPD.

XYZ file:
```
90
Properties=species:S:1:pos:R:3:lowdin_charge:R:1
Re 0.6531 -0.2850 0.1738 1.281
C -0.4273 -0.5273 5.6820 0.005
C 0.5303 -0.3318 4.5425 -0.191
C 1.8920 -0.0709 4.7544 0.082
C 2.7745 0.1139 3.6944 -0.012
C 2.2303 0.0215 2.4451 -0.680
Br 3.1558 0.1473 0.7958 1.057
N 0.9328 -0.1903 2.1903 -0.182
C 0.0891 -0.3873 3.2323 -0.044
H -0.0013 -0.1672 6.6152 0.105
H -0.6585 -1.5856 5.8107 0.110
H -1.3640 -0.0005 5.5052 0.103
H 2.2702 -0.0186 5.7684 0.155
H 3.8255 0.3150 3.8442 0.147
H -0.9535 -0.5532 2.9948 0.130
C -1.3470 4.3333 -1.0804 -0.045
C -1.3339 2.8454 -0.7020 -0.635
C -2.0334 2.0409 -1.7900 -0.067
C -2.0466 2.7327 0.6580 -0.068
P 0.4596 2.2649 -0.4504 1.103
C 1.0592 3.3338 0.8804 -0.370
C 1.6654 4.5507 0.5428 -0.075
C 1.9778 5.4778 1.5254 -0.013
C 1.6920 5.2095 2.8559 -0.011
C 1.0714 4.0155 3.2026 -0.038
C 0.7553 3.0882 2.2235 -0.124
C 1.5552 2.4020 -1.9951 -0.648
C 1.1130 3.4811 -2.9910 -0.055
C 3.0372 2.6534 -1.6488 -0.081
C 1.4036 1.0416 -2.6927 -0.122
H -2.3881 4.6568 -1.0056 0.121
H -1.0287 4.5218 -2.0990 0.076
H -0.7737 4.9509 -0.3912 0.090
H -3.0738 2.3650 -1.8474 0.117
H -2.0342 0.9740 -1.5950 0.023
H -1.5942 2.2113 -2.7720 0.085
H -3.1238 2.7186 0.4896 0.112
H -1.8227 3.5919 1.2876 0.099
H -1.7834 1.8533 1.2461 0.042
H 1.8852 4.7992 -0.4825 0.098
H 2.4371 6.4163 1.2457 0.134
H 1.9409 5.9341 3.6193 0.133
H 0.8154 3.8218 4.2355 0.122
H 0.2296 2.1916 2.5137 0.072
H 1.1028 4.4806 -2.5641 0.089
H 0.1452 3.2743 -3.4418 0.081
H 1.8497 3.4863 -3.7976 0.118
H 3.2788 3.7111 -1.6799 0.094
H 3.6539 2.1708 -2.4084 0.108
H 3.3493 2.2944 -0.6777 0.004
H 0.3732 0.8610 -2.9999 0.044
H 1.7584 0.1985 -2.0671 0.043
H 2.0227 1.0181 -3.5907 0.122
N -1.2516 -0.6749 0.1822 -0.403
S -2.4900 -1.5623 -0.5740 1.233
C -2.2832 -1.5063 -2.3345 -0.427
C -3.4243 -1.8425 -3.0584 -0.062
C -3.3608 -1.8336 -4.4459 0.001
C -2.1905 -1.4625 -5.0908 0.006
C -1.0739 -1.0706 -4.3560 -0.020
C -1.1239 -1.0911 -2.9738 -0.148
C -2.1971 -3.2565 -0.0403 -0.397
C -1.5255 -3.5014 1.1502 -0.108
C -1.4563 -4.8074 1.6112 -0.035
C -2.0642 -5.8354 0.9009 -0.010
C -2.7472 -5.5634 -0.2759 -0.010
C -2.8287 -4.2638 -0.7578 -0.048
H -1.7454 -0.1573 0.9092 0.014
H -4.3604 -2.0690 -2.5644 0.132
H -4.2388 -2.0976 -5.0187 0.140
H -2.1485 -1.4583 -6.1716 0.138
H -0.1770 -0.7465 -4.8659 0.129
H -0.2514 -0.7664 -2.4069 0.041
H -1.0608 -2.7045 1.7140 0.078
H -0.9452 -5.0198 2.5392 0.125
H -2.0165 -6.8499 1.2722 0.134
H -3.2369 -6.3589 -0.8208 0.137
H -3.3753 -4.0718 -1.6684 0.112
Se 3.6284 -3.8603 2.6550 1.314
N 3.3789 -5.0056 1.3644 -0.173
C 2.5389 -4.4592 0.4974 -0.355
C 2.0496 -5.1176 -0.6591 0.098
C 1.1206 -4.4444 -1.3993 0.012
C 0.7401 -3.1435 -1.0360 -0.107
N 1.1866 -2.4496 0.0058 -0.042
C 2.0890 -3.1307 0.8278 -0.453
N 2.5442 -2.6306 1.9543 -0.266
H 2.4047 -6.1071 -0.9159 0.156
H 0.6716 -4.8815 -2.2795 0.138
H 0.0231 -2.6512 -1.6750 0.080
```

Summary:
Lowest unoccupied orbital energy (alpha / beta) = -13.931 / -13.748 eV
Relative energy (zero: lowest compared OMol25 entry of this formula, charge and spin) = 231.39 kJ/mol
Total charge = +4
E_tot = -204118.4397 eV
Spin multiplicity = 2



Below is a structure of composition C12H24BrCl18F2NO2S in a non-equilibrium geometry, with properties calculated with wB97M-V/def2-TZVPD.

XYZ file:
```
61
Properties=species:S:1:pos:R:3:lowdin_charge:R:1
C -0.6673 1.1713 1.6686 -0.180
C -0.5352 -0.4933 1.5684 -0.267
C 0.9817 -0.8470 2.0790 -0.329
F 1.1939 -0.1018 3.3637 -0.151
N 1.3087 -2.3205 2.1592 -0.597
Br -0.0652 -3.4173 1.5157 0.796
S 1.8954 -2.8082 3.7297 0.858
O 0.8077 -2.7089 4.8685 -0.341
O 2.2909 -4.3328 3.6334 -0.365
F 3.3464 -1.9366 4.1657 -0.243
H -1.0293 1.5089 2.7548 0.080
H -1.4256 1.5475 0.8425 0.049
H 0.4443 1.5627 1.4772 0.091
H -0.6854 -0.7423 0.4277 0.109
H -1.3974 -0.9065 2.2616 0.071
H 1.7277 -0.3616 1.2858 0.177
C 4.5087 0.3846 5.8605 -1.046
Cl 4.4895 1.9634 5.0654 0.489
Cl 6.0620 0.0893 6.6511 0.503
H 3.7158 0.3550 6.6119 -0.015
H 4.3368 -0.3928 5.1121 -0.006
C 0.4796 -5.2507 -1.9971 -1.004
Cl 1.5010 -5.4711 -0.5712 0.497
Cl -0.8938 -4.1969 -1.6391 0.455
H 1.0750 -4.8004 -2.7951 0.034
H 0.1056 -6.2251 -2.3209 0.013
C -3.9847 -3.8508 0.5401 -1.007
Cl -3.1175 -2.4528 1.1871 0.525
Cl -3.0634 -5.3396 0.7843 0.478
H -4.9468 -3.9401 1.0505 0.036
H -4.1473 -3.7044 -0.5305 0.011
C -1.1088 5.0214 0.1904 -1.026
Cl -1.1410 3.9052 -1.1800 0.491
Cl -1.4375 4.1757 1.7076 0.552
H -0.1210 5.4851 0.2484 0.033
H -1.8695 5.7913 0.0402 0.007
C 0.5620 1.6758 7.6057 -1.010
Cl 0.8485 1.0601 5.9735 0.548
Cl 1.5635 0.8279 8.7902 0.511
H 0.8048 2.7409 7.6318 0.030
H -0.4906 1.5309 7.8609 0.028
C -1.7626 6.8725 -4.2520 -1.055
Cl -2.8849 5.5192 -4.4377 0.499
Cl -1.5417 7.2863 -2.5476 0.514
H -0.7959 6.5940 -4.6787 -0.064
H -2.1625 7.7414 -4.7803 0.032
C -3.7495 -7.2779 -2.9338 -1.005
Cl -2.5996 -6.3365 -3.8912 0.507
Cl -4.8846 -6.2219 -2.0844 0.509
H -4.3092 -7.9394 -3.5996 0.030
H -3.1993 -7.8722 -2.2004 0.032
C 1.1423 5.1100 -6.4908 -0.991
Cl 0.1697 3.6475 -6.6913 0.529
Cl 0.1906 6.5592 -6.8361 0.560
H 1.5034 5.1587 -5.4605 0.037
H 1.9912 5.0698 -7.1777 0.033
C 2.0614 0.3808 -6.3903 -1.044
Cl 3.4776 1.2797 -6.9486 0.491
Cl 2.4311 -0.5461 -4.9311 0.496
H 1.2567 1.0862 -6.1693 -0.023
H 1.7434 -0.3069 -7.1777 0.031
```

Summary:
Lowest unoccupied orbital energy = -1.692 eV
Total charge = 0
E_tot = -330128.6820 eV